The following is a quantum chemistry calculation of C25H28IrN5O4S3 as an isolated structure, from the OMol25 dataset.

Calculated values
- LUMO energy (alpha / beta) (Eh) = -0.34955 / -0.44244
- total charge = +3
- 2S+1 = 2
- F_max (Eh/bohr) = 0.0152
- gap between HOMO and LUMO (alpha / beta) (hartree) = 0.3056 / 0.2065
- highest occupied orbital energy (alpha / beta) (eV) = -17.8 / -17.7

Each line ends with the natural charge from an NBO analysis.
Element x y z (Å)
Ir (0.09769, 0.95291, 0.14663)  1.210
C (1.52862, 4.66579, -1.48440)  -0.714
C (0.82050, 3.60944, -0.71214)  0.741
O (0.99241, 2.39406, -1.00188)  -0.610
N (0.01531, 3.96933, 0.29134)  -0.580
C (-0.89679, 3.05469, 0.96344)  -0.197
C (-2.02356, 2.60737, 0.04598)  0.181
C (-3.22349, 3.24144, -0.13014)  -0.198
C (-4.04383, 2.78679, -1.16674)  -0.081
C (-3.61584, 1.75449, -1.98051)  -0.207
C (-2.40166, 1.13544, -1.71462)  0.101
N (-1.64888, 1.55445, -0.70199)  -0.451
H (2.25690, 4.21204, -2.14933)  0.276
H (2.02609, 5.36656, -0.81233)  0.273
H (0.80471, 5.22903, -2.07750)  0.282
H (-0.07709, 4.95607, 0.49315)  0.452
H (-1.27045, 3.52343, 1.87454)  0.305
H (-0.30316, 2.18591, 1.47167)  0.182
H (-3.52009, 4.06982, 0.49955)  0.262
H (-5.00477, 3.25361, -1.33834)  0.268
H (-4.22202, 1.40517, -2.80413)  0.270
H (-2.03287, 0.29289, -2.27931)  0.246
O (-2.39633, -1.51455, -0.56251)  -0.880
S (-2.52821, -1.00160, 0.76159)  2.293
O (-3.42046, 0.07507, 1.03621)  -0.877
N (-0.93518, -0.48136, 1.28535)  -0.668
C (-0.51399, -1.28416, 2.23155)  0.087
S (1.02976, -1.19790, 2.95142)  0.318
C (-1.45505, -2.31796, 2.68273)  -0.076
C (-1.30148, -3.23919, 3.70813)  -0.148
C (-2.35483, -4.10909, 3.96285)  -0.160
C (-3.52795, -4.05172, 3.21720)  -0.119
C (-3.68966, -3.12229, 2.18945)  -0.133
C (-2.63069, -2.27787, 1.94872)  -0.354
H (-0.39863, -3.28280, 4.30526)  0.257
H (-2.26443, -4.83717, 4.75715)  0.262
H (-4.33446, -4.73744, 3.43936)  0.262
H (-4.60553, -3.07251, 1.61625)  0.262
C (2.41735, -3.78323, -1.92655)  -0.638
C (1.43432, -2.86815, -1.20502)  -0.579
S (1.42487, -1.22375, -1.91383)  1.219
O (0.20723, -0.54583, -1.18159)  -0.890
C (0.77818, -1.47821, -3.56631)  -0.573
C (-0.52443, -2.25735, -3.63492)  -0.637
H (2.44955, -4.73833, -1.40504)  0.268
H (3.42815, -3.37535, -1.93211)  0.239
H (2.10937, -3.98341, -2.95175)  0.233
H (1.72926, -2.70051, -0.16600)  0.237
H (0.40573, -3.22976, -1.22931)  0.257
H (1.59668, -1.96974, -4.09970)  0.274
H (0.70066, -0.46703, -3.97073)  0.261
H (-0.38652, -3.30383, -3.36838)  0.232
H (-0.88490, -2.23307, -4.66255)  0.267
H (-1.29063, -1.82954, -2.98995)  0.226
N (6.34194, 0.56913, -1.05432)  -0.160
C (5.48741, 0.77175, -0.31573)  0.202
C (4.41465, 0.99972, 0.61024)  -0.176
C (4.63523, 1.44572, 1.90915)  -0.049
C (3.53155, 1.65858, 2.71978)  -0.233
C (2.27063, 1.39484, 2.22338)  0.060
N (2.05283, 0.92933, 0.97308)  -0.498
C (3.11582, 0.77011, 0.17707)  0.136
H (5.64055, 1.63141, 2.26453)  0.275
H (3.64366, 2.02494, 3.73068)  0.271
H (1.39896, 1.56090, 2.84337)  0.215
H (2.94129, 0.46248, -0.84116)  0.222